1.
A 3-piece molecular cluster, C24H28IN3O3S overall, computed with ωB97M-V/def2-TZVPD.

The structure (SMILES) is COCC1=C(N=C=S)C(=O)c2cccc(C[C@H](C)I)c2C1=O.CCCC#N.CCCC#N. The lowest unoccupied orbital energy is -1.663 eV. For the orbital gap, the calculation gives 7.139 eV. As for the spin multiplicity: 1.

```
60
Properties=species:S:1:pos:R:3:forces:R:3
N 2.609512 -4.179358 2.374389 -1.68 -9.20 3.82
C -1.380420 -0.046570 0.023226 -1.85 2.88 1.12
H 4.259026 1.449738 1.492597 -2.13 -0.53 -1.26
C -0.508639 4.066837 2.382602 3.61 -3.04 -1.83
H 2.618273 -8.550614 0.502652 -0.11 0.09 0.09
I 2.999245 3.088225 -1.695134 0.64 -1.13 0.43
S -5.865078 0.399353 -1.424688 3.91 -0.53 3.93
C -5.599329 3.768778 -5.023629 -6.81 -4.74 -1.90
H -1.416554 4.716937 2.751067 2.13 -1.48 -0.87
H 2.375336 -6.807480 0.595822 -0.06 -0.07 0.11
H 3.818800 -7.629604 2.468371 -0.18 0.00 0.14
H 2.558051 -8.760977 2.958957 0.02 0.19 0.09
H 5.898815 1.899050 -0.145911 -0.69 -1.48 -1.59
H 5.765381 1.136856 -1.960250 -0.64 0.11 2.29
H -5.624327 3.773060 -2.326175 0.07 0.10 -0.07
C -4.747171 4.419440 -2.221541 0.04 0.00 0.20
H 1.027937 -6.855300 3.504404 0.13 0.20 -0.06
H 3.049421 0.018494 1.192228 0.61 2.26 -1.10
C 2.110058 -6.706432 3.422471 0.40 0.89 -0.50
C 5.415624 1.094419 -0.844040 -1.22 -0.46 0.58
C -0.738420 2.841287 1.318018 2.14 0.53 0.98
H -3.653457 4.515282 -5.532497 -0.28 -0.04 -0.02
H -3.447272 3.202522 -3.422003 0.00 0.17 -0.11
C 0.774285 -2.585781 0.089168 1.60 0.62 0.56
H 3.338458 0.266963 -1.277601 0.49 2.63 0.90
H 0.717315 -2.667059 -1.085139 -0.07 -0.01 2.38
H 1.303118 -3.508486 0.605317 -1.39 1.88 -1.27
O 0.735888 0.360493 -1.415961 -3.61 2.04 6.78
H 1.080946 -7.908913 1.112226 0.15 0.03 -0.04
H -5.090462 5.457677 -2.146389 0.01 -0.12 -0.02
O -0.523714 -2.363335 0.741846 -0.26 0.78 -2.97
H 5.644218 0.007426 -0.409448 -0.34 2.37 -0.91
H 1.247211 5.175840 3.686526 -0.26 -2.29 -1.96
C 2.054961 2.069181 1.289926 -3.07 2.57 1.43
C 2.166109 -7.754749 1.102836 -0.02 -0.07 -0.12
C 0.075169 0.706705 -0.311940 1.18 -1.09 -3.31
H -4.699818 5.693775 -4.720700 -0.12 -0.21 -0.05
C -2.273884 2.481614 0.755323 -2.25 2.90 -0.73
C 2.383064 -5.325147 2.849603 1.37 7.85 -2.94
C 0.509721 1.870566 0.769949 0.61 1.87 1.77
C 3.753442 1.243097 -0.732067 1.06 -2.52 0.35
N -3.838610 0.223045 0.873393 -2.74 1.46 -7.04
C 1.062812 4.292183 2.906503 -0.90 -2.79 -2.36
C -3.778488 4.247650 -3.387276 -0.02 -0.11 0.42
C -4.681376 0.274753 -0.209471 0.85 0.47 2.42
H -2.552710 -2.053095 0.162290 2.35 1.20 -0.68
C 3.317292 1.123852 0.843117 -0.36 0.69 0.99
H 3.392693 3.452403 2.776546 -2.41 -0.19 -0.81
H 2.538516 -6.769543 4.428269 -0.08 0.24 -0.14
N -6.602180 3.043546 -5.265014 7.99 5.73 1.98
H 1.470503 -1.649453 0.344626 -1.35 -1.96 -0.70
C -1.477716 -1.667666 -0.185204 -1.01 -0.23 1.03
C -4.390376 4.643078 -4.732616 -0.72 -0.82 -0.10
H -1.356047 -2.030017 -1.293849 0.12 1.03 2.08
O -3.207967 3.407778 0.505505 5.78 -5.99 1.86
H -4.258505 4.152942 -1.279066 -0.14 0.11 -0.23
C -2.504002 0.838830 0.526169 3.37 -2.01 -1.30
H -2.889548 4.861316 -3.204027 -0.08 -0.06 -0.17
C 2.732466 -7.772818 2.519067 0.14 -0.19 -0.35
C 2.302406 3.307404 2.376630 -3.91 -0.54 -1.22
```
Forces are in eV/Å.

2.
A 2-piece molecular cluster, C3H8N2O overall, computed with ωB97M-V/def2-TZVPD.

The structure (SMILES) is C=CN.NC=O. The lowest unoccupied orbital energy is 0.767 eV. For the orbital gap, the calculation gives 8.467 eV. As for the spin multiplicity: 1.

```
14
Properties=species:S:1:pos:R:3:forces:R:3
C 1.797482 0.793157 -1.290789 0.43 -0.19 0.60
H -1.085121 -2.219250 0.345113 -0.12 -0.17 -0.48
H 2.538041 0.349832 -1.951519 -0.17 0.42 -0.40
N 0.550556 0.171262 -1.299504 0.46 0.43 -0.03
H -2.795934 -2.249690 0.429726 0.03 0.32 0.36
H 3.054069 2.312108 -0.326489 0.50 -0.52 -0.68
O -0.614966 -0.093827 1.287810 -0.07 0.37 0.99
C -1.711801 -0.591629 1.272020 -0.57 -1.55 -1.87
C 2.147107 1.737451 -0.423594 -0.35 0.67 1.08
H -2.617856 -0.232025 1.750176 -0.11 0.47 0.41
H 0.553297 -0.624373 -1.899303 -0.35 -0.54 0.02
H 0.129707 0.060387 -0.377169 0.08 -0.09 -0.50
H 1.487605 2.030708 0.395041 -0.41 -0.15 -0.41
N -1.946382 -1.704762 0.457354 0.65 0.53 0.91
```
Forces are in eV/Å.

no.,highest occupied orbital energy (hartree),largest force on an atom (Eh/bohr)
1,-0.3235,0.19641
2,-0.2830,0.04856